Entry 1:
ORCA calculation (ωB97M-V/def2-TZVPD) on C31H50HfO3P2S as an isolated structure.

```
88
Properties=species:S:1:pos:R:3
Hf -0.2658 -0.4984 -0.0883
C 0.9803 0.1490 1.8207
C 1.9352 0.4898 0.7986
C 0.2959 2.1078 0.7635
C -0.0928 1.1197 1.7309
C 1.5727 1.7653 0.2593
C 1.2256 -0.7921 2.9543
H 2.2989 -0.9940 3.0709
H 0.7125 -1.7614 2.8429
H 0.8769 -0.3289 3.8871
C -1.2934 1.1737 2.6069
H -1.1803 0.5073 3.4728
H -2.1972 0.8411 2.0667
H -1.4899 2.1823 2.9990
C -0.4364 3.3614 0.4506
H -0.2137 4.1559 1.1787
H -1.5203 3.2058 0.4560
H -0.1470 3.7165 -0.5456
C 2.4914 2.6630 -0.4940
H 3.0099 3.3627 0.1836
H 1.9706 3.2813 -1.2352
H 3.2677 2.0990 -1.0237
C 3.2698 -0.1468 0.6581
H 3.9840 0.2471 1.3988
H 3.6978 0.0174 -0.3393
H 3.2046 -1.2286 0.8123
C -0.2124 -2.7187 -1.0291
C 1.0969 -2.2271 -0.8657
C 1.9844 -1.9265 -2.0757
C 1.4671 -0.7871 -2.9883
C 0.4896 0.1886 -2.3612
C -0.8966 0.0542 -2.2498
C -1.7628 -1.1691 -2.4941
C -1.0569 -2.5328 -2.2811
H 2.1265 -2.8363 -2.6905
H 1.0611 -1.2268 -3.9245
H 3.0023 -1.6817 -1.7193
H -0.4842 -2.7934 -3.1801
H -0.5370 -3.5419 -0.3845
H 1.6262 -2.4843 0.0693
H -1.8461 -3.2981 -2.2279
H -2.6704 -1.1210 -1.8548
H -1.4735 0.9802 -2.2246
H -2.1753 -1.1272 -3.5217
H 2.3542 -0.2065 -3.3159
H 0.8593 1.2216 -2.3490
P -0.9061 -1.6306 -5.7291
P -0.8070 1.4769 -6.2285
C -0.7792 -1.0261 -7.5080
C -1.4101 0.3540 -7.6162
H -1.3004 -1.7363 -8.1664
H 0.2871 -1.0209 -7.7915
H -1.1839 0.8235 -8.5837
H -2.5078 0.3164 -7.5115
C -1.6628 2.9334 -6.9834
H -1.3261 3.8420 -6.4703
H -2.7425 2.7885 -6.8366
H -1.4536 3.0091 -8.0597
C 0.8925 1.7858 -6.9064
H 0.8721 1.8759 -8.0006
H 1.5723 0.9734 -6.6166
H 1.2603 2.7272 -6.4781
C -2.5779 -2.3752 -5.9059
H -2.7892 -3.0073 -5.0355
H -2.6103 -2.9864 -6.8163
H -3.3531 -1.6019 -5.9756
C 0.1267 -3.1227 -5.9950
H 1.0258 -2.8449 -6.5602
H -0.4344 -3.8757 -6.5619
H 0.4404 -3.5485 -5.0353
C -2.9675 -3.5524 7.0383
C -2.8891 -3.3103 5.5612
C -3.6817 -4.0583 4.6839
C -3.6613 -3.8261 3.3089
C -2.9017 -2.7513 2.8224
C -2.0993 -2.0108 3.6781
C -2.0862 -2.2884 5.0436
S -2.9517 -2.3906 1.0791
O -2.6451 -3.6259 0.3994
O -4.1662 -1.6848 0.7638
O -1.7257 -1.3917 0.9118
H -4.0226 -3.5712 7.3355
H -2.5140 -4.5046 7.3393
H -2.4673 -2.7392 7.5705
H -4.3471 -4.8207 5.0860
H -4.2260 -4.4538 2.6188
H -1.4869 -1.2135 3.2627
H -1.4669 -1.6902 5.7189
```

## Properties
Charge: +2
Orbital gap: 4.25 eV

Löwdin population analysis, charges in e, atoms 1 to 8: atom 1 (Hf): 1.80, atom 2 (C): -0.34, atom 3 (C): -0.30, atom 4 (C): -0.23, atom 5 (C): -0.30, atom 6 (C): -0.22, atom 7 (C): 0.00, atom 8 (H): 0.10

***

Entry 2:
ORCA calculation (ωB97M-V/def2-TZVPD) on C63H153AsF12N7O5P3 as an isolated structure.

```
244
Properties=species:S:1:pos:R:3
As 2.2408 -0.8909 -2.5930
F 1.9041 -0.3718 -4.2482
F 1.6419 -2.4922 -2.8599
F 2.7248 -1.3025 -0.9099
F 2.9051 0.7665 -2.2967
F 0.5745 -0.3133 -2.0217
F 3.8373 -1.4850 -3.1540
C 9.5776 -6.5738 -6.3435
N 9.5515 -5.3046 -7.2096
C 8.8610 -4.2296 -6.3709
C 10.9746 -4.8082 -7.6524
C 8.6127 -5.4389 -8.4646
C 8.7793 -6.6269 -9.4425
O 8.4397 -7.9313 -8.9049
H 9.9662 -7.2980 -7.0594
H 8.5380 -6.7889 -6.0963
H 10.2606 -6.4053 -5.5109
H 7.7990 -4.4484 -6.2600
H 9.0204 -3.3227 -6.9541
H 9.3984 -4.1565 -5.4254
H 11.5921 -5.6066 -8.0640
H 11.4712 -4.5101 -6.7290
H 10.8627 -3.9900 -8.3638
H 8.6662 -4.5849 -9.1398
H 7.5634 -5.3796 -8.1757
H 9.8620 -6.6903 -9.5513
H 8.4265 -6.4875 -10.4644
H 7.5759 -8.2577 -9.1676
C 3.1286 -8.1357 -0.7124
N 4.6842 -7.9601 -0.6153
C 5.3488 -9.0838 -1.3974
C 5.0905 -6.6657 -1.3485
C 5.2805 -7.8986 0.8592
C 4.9775 -9.0074 1.8364
O 5.6890 -10.0958 1.3043
H 2.6981 -8.3539 -1.6897
H 2.5750 -7.2743 -0.3389
H 2.8505 -8.9188 -0.0071
H 4.9728 -9.0070 -2.4176
H 4.8914 -9.9353 -0.8935
H 6.4278 -8.9904 -1.2743
H 4.9196 -5.8126 -0.6919
H 4.5452 -6.5479 -2.2849
H 6.1638 -6.8346 -1.4349
H 5.1675 -6.9096 1.3031
H 6.3533 -7.9760 0.6825
H 3.9446 -9.3162 1.9972
H 5.3653 -8.6925 2.8052
H 5.5937 -10.8581 1.8801
C 9.6030 2.6450 2.2032
N 8.6714 1.4565 2.1865
C 7.3491 2.0356 2.7844
C 8.3380 1.2221 0.6812
C 9.2250 0.1690 2.7298
C 9.1746 0.0619 4.2621
O 9.7524 1.1889 4.9807
H 9.1554 3.4990 1.6950
H 10.5549 2.4528 1.7081
H 9.8121 2.9020 3.2416
H 7.5105 2.2244 3.8457
H 6.5762 1.2698 2.7197
H 7.0629 2.9213 2.2172
H 8.1419 2.1656 0.1718
H 7.4529 0.5906 0.6049
H 9.1435 0.6766 0.1896
H 10.1980 0.1986 2.2393
H 8.6410 -0.6536 2.3170
H 9.5966 -0.8765 4.6219
H 8.1168 -0.0528 4.4989
H 10.6728 1.1041 4.7212
C 6.6374 2.6667 -6.6668
N 6.4535 3.9752 -7.4436
C 7.5305 5.0553 -6.9940
C 6.6996 3.6823 -8.9709
C 5.0390 4.4743 -7.1886
C 4.6252 4.9901 -5.7627
O 4.9684 6.3688 -5.7493
H 6.0790 1.8533 -7.1302
H 6.3740 2.9836 -5.6578
H 7.6907 2.3983 -6.5850
H 8.5235 4.8063 -7.3682
H 7.6582 4.9182 -5.9202
H 7.1921 6.0455 -7.2987
H 5.8936 3.0366 -9.3195
H 7.7099 3.4010 -9.2680
H 6.6238 4.6413 -9.4834
H 4.4783 3.5946 -7.5046
H 4.8682 5.1995 -7.9843
H 5.0785 4.4023 -4.9645
H 3.5907 4.8805 -5.4373
H 4.8156 6.6226 -4.8361
C -1.8839 1.1345 5.5719
N -2.6982 1.9264 4.5364
C -3.8159 1.0360 3.9415
C -3.2276 3.2322 5.0637
C -1.7833 2.2229 3.2594
C -0.4806 3.0443 3.4048
O -0.6825 4.4284 3.6399
H -2.6118 0.8597 6.3353
H -1.0743 1.7574 5.9524
H -1.5068 0.2714 5.0233
H -4.5219 1.0041 4.7713
H -3.3300 0.0985 3.6711
H -4.3642 1.5276 3.1379
H -2.3425 3.6678 5.5273
H -4.0865 3.1459 5.7293
H -3.5510 3.7681 4.1714
H -2.4876 2.7595 2.6237
H -1.5922 1.3128 2.6908
H -0.0249 2.9507 2.4191
H 0.3242 2.6500 4.0253
H 0.1160 4.9102 3.4122
C -3.0853 2.7166 -10.6305
C -3.1304 1.9690 -9.3024
N -2.2955 0.7876 -9.2747
C -1.0133 0.6761 -9.7390
C -0.5582 -0.6467 -9.3358
N -1.4806 -1.1457 -8.4138
C -2.5195 -0.2377 -8.4153
C -1.5291 -2.4577 -7.7424
H -3.7903 3.5475 -10.6038
H -3.4409 2.1599 -11.4975
H -2.1142 3.1830 -10.7967
H -4.1096 1.6314 -8.9628
H -2.8544 2.6840 -8.5273
H -0.5751 1.4092 -10.4000
H 0.4188 -1.1006 -9.4114
H -3.4435 -0.4546 -7.9000
H -0.5371 -2.6487 -7.3330
H -1.5965 -3.1389 -8.5907
H -2.3513 -2.5874 -7.0387
C -3.1605 10.2112 3.8028
C -3.6021 10.9792 2.4789
C -4.9741 10.4874 2.0210
C -5.2881 10.9097 0.4961
P -7.0283 10.3062 0.1695
C -7.4818 10.8309 -1.5014
C -8.8770 10.5697 -2.0079
C -9.9059 11.6996 -1.8810
C -9.5718 12.9627 -2.7510
C -8.2834 11.0013 1.2587
C -8.1736 12.5670 1.4879
C -9.1414 12.8927 2.6521
C -9.0569 14.3877 2.9881
C -6.9555 8.4947 0.2537
C -5.6839 8.0984 -0.5527
C -5.6519 6.6362 -0.8802
C -4.2856 6.3094 -1.4170
H -2.0715 10.2222 3.7588
H -3.3959 9.1652 3.9995
H -3.3516 10.8032 4.6978
H -2.7937 10.8308 1.7629
H -3.6396 12.0682 2.5085
H -5.6312 10.8999 2.7866
H -5.1141 9.4205 2.1952
H -4.7311 10.3304 -0.2403
H -5.3146 11.9818 0.3014
H -6.7475 10.3782 -2.1676
H -7.2013 11.8839 -1.4780
H -9.2446 9.6428 -1.5677
H -8.8911 10.3332 -3.0718
H -9.9779 11.9699 -0.8275
H -10.9054 11.3978 -2.1941
H -8.5110 13.2131 -2.7663
H -9.9425 13.8932 -2.3211
H -9.8732 12.8709 -3.7944
H -8.0817 10.5003 2.2055
H -9.2616 10.6220 0.9631
H -8.2178 13.2011 0.6024
H -7.1622 12.7963 1.8234
H -8.7897 12.2494 3.4586
H -10.1498 12.7194 2.2763
H -9.3890 15.0379 2.1788
H -8.0373 14.6524 3.2684
H -9.7340 14.5916 3.8176
H -7.7979 8.0393 -0.2669
H -7.0059 8.1544 1.2880
H -4.8449 8.3262 0.1047
H -5.7474 8.5725 -1.5322
H -6.3264 6.2199 -1.6283
H -5.9720 6.1021 0.0144
H -4.1761 5.2962 -1.8036
H -3.4442 6.5439 -0.7651
H -4.1740 6.8987 -2.3272
C -4.0441 -4.4873 1.1093
C -3.0641 -5.1497 1.9925
C -3.7419 -5.9257 3.0988
C -2.7152 -6.5617 3.9569
P -3.2899 -7.2854 5.5581
C -4.1501 -5.9736 6.5086
C -4.9100 -6.4150 7.8392
C -5.8160 -5.3040 8.4207
C -6.8572 -5.7712 9.5132
C -4.5246 -8.5793 5.2738
C -3.9584 -9.8523 4.5727
C -5.0553 -10.9366 4.5901
C -6.1938 -10.7965 3.5890
C -1.8455 -8.0281 6.4897
C -2.2057 -8.9698 7.6529
C -0.9317 -9.4989 8.4567
C 0.1717 -10.2092 7.6231
H -4.4740 -3.6738 1.6937
H -4.8047 -5.0684 0.5879
H -3.4818 -4.0214 0.3000
H -2.4076 -4.4255 2.4748
H -2.4451 -5.6971 1.2817
H -4.3946 -6.7427 2.7911
H -4.3742 -5.2748 3.7027
H -2.0640 -5.7575 4.2995
H -2.1403 -7.2759 3.3674
H -4.9335 -5.7062 5.7995
H -3.4980 -5.1073 6.6205
H -4.1345 -6.6680 8.5622
H -5.5129 -7.3156 7.7226
H -6.2932 -4.8152 7.5713
H -5.2480 -4.5366 8.9465
H -6.4136 -6.5067 10.1844
H -7.7166 -6.3011 9.1026
H -7.3493 -4.9957 10.1000
H -5.3252 -8.0412 4.7663
H -4.8346 -8.9235 6.2605
H -3.0674 -10.2697 5.0418
H -3.6709 -9.6662 3.5379
H -5.3834 -11.1217 5.6130
H -4.5225 -11.8302 4.2650
H -5.8999 -10.8680 2.5418
H -6.7479 -9.8602 3.6555
H -6.8926 -11.6287 3.6740
H -1.2053 -7.2401 6.8861
H -1.3114 -8.5947 5.7269
H -2.8323 -9.7643 7.2477
H -2.9248 -8.5198 8.3374
H -1.1608 -10.1146 9.3265
H -0.4080 -8.6172 8.8262
H -0.3109 -10.5845 6.7207
H 0.7642 -10.9335 8.1820
H 0.7838 -9.3831 7.2610
P 3.2160 -3.9301 5.5184
F 3.8733 -2.8643 6.6530
F 4.7205 -4.0857 4.9028
F 3.6501 -5.2709 6.3826
F 2.5068 -4.9963 4.5097
F 1.7806 -3.7945 6.2194
F 2.8497 -2.6840 4.5057
```

## Properties
Charge: +6
Orbital gap: 8.86 eV

Löwdin population analysis, charges in e, atoms 1 to 8: atom 1 (As): 0.86, atom 2 (F): -0.30, atom 3 (F): -0.27, atom 4 (F): -0.31, atom 5 (F): -0.33, atom 6 (F): -0.33, atom 7 (F): -0.32, atom 8 (C): 0.04

***

Entry 3:
ORCA calculation (ωB97M-V/def2-TZVPD) on a 2-piece molecular cluster, C2H8N2S overall.

```
13
Properties=species:S:1:pos:R:3
C 0.2603 2.8777 0.1520
C -0.9090 2.4865 -0.2143
H 0.7236 2.5326 1.1433
H 0.8602 3.4615 -0.4422
H -1.5792 1.7687 0.1398
H -1.2491 3.0065 -1.1379
N -0.5104 -2.4245 -0.8984
S -0.2974 -1.8178 0.7132
N 1.3013 -2.3537 0.9191
H -1.3609 -2.0867 -1.3926
H -0.5543 -3.4273 -1.0810
H 1.8204 -1.8974 0.1649
H 1.4943 -2.1261 1.9342
```

## Properties
SMILES string: C=C.NSN
Relative energy (zero: lowest compared OMol25 entry of this formula, charge and spin): 49.7 kcal/mol
Orbital gap: 8.46 eV

Löwdin population analysis, charges in e, atoms 1 to 8: atom 1 (C): -0.10, atom 2 (C): -0.09, atom 3 (H): 0.08, atom 4 (H): 0.01, atom 5 (H): 0.02, atom 6 (H): 0.06, atom 7 (N): -0.38, atom 8 (S): 0.66

***

Entry 4:
ORCA calculation (ωB97M-V/def2-TZVPD) on a 2-piece molecular cluster, C4H10FNO overall.

```
17
Properties=species:S:1:pos:R:3
C -1.1709 -0.7523 1.0429
C -1.2974 0.2809 -1.2228
C 2.3131 0.4850 0.1395
C -0.0879 1.3954 0.6336
N -0.9315 0.3964 0.2058
O 2.3263 -0.8628 -0.0352
F -0.1099 2.4838 -0.1350
H -1.4199 -0.3112 2.0942
H -1.8484 -1.3866 0.5220
H -0.3869 -1.5065 1.0680
H -0.5133 -0.2362 -1.7013
H -2.2266 -0.0841 -1.2028
H -1.2593 1.2281 -1.5743
H 2.5499 1.2388 -0.7128
H 2.4869 0.9600 1.0603
H -0.0298 1.3723 1.7318
H 2.7335 -0.9608 -0.8599
```

## Properties
Relative energy (zero: lowest compared OMol25 entry of this formula, charge and spin): 124.8 kcal/mol
Orbital gap (spin up / spin down): 6.85 / 7.46 eV

Löwdin population analysis, charges in e, atoms 1 to 8: atom 1 (C): -0.08, atom 2 (C): 0.00, atom 3 (C): -0.15, atom 4 (C): -0.21, atom 5 (N): -0.24, atom 6 (O): -0.06, atom 7 (F): 0.03, atom 8 (H): 0.12

***

Entry 5:
ORCA calculation (ωB97M-V/def2-TZVPD) on a 2-piece molecular cluster, C2H2BrClO overall.

```
7
Properties=species:S:1:pos:R:3
C -1.7348 -0.5441 -0.2773
C 1.5146 0.1531 0.0849
O -2.1162 -0.8626 -1.3508
Cl -2.8139 0.0014 0.9916
Br 1.2680 1.9653 0.2040
H 1.7589 -0.4466 1.0269
H 2.1235 -0.2666 -0.6793
```

## Properties
Relative energy (zero: lowest compared OMol25 entry of this formula, charge and spin): 82.6 kcal/mol
Orbital gap (spin up / spin down): 9.17 / 7.23 eV

Löwdin charges, unit e, in atom order: atom 1 (C): -0.60, atom 2 (C): -0.59, atom 3 (O): 0.00, atom 4 (Cl): 0.59, atom 5 (Br): 0.62, atom 6 (H): 0.02, atom 7 (H): -0.03

***

Entry 6:
ORCA calculation (ωB97M-V/def2-TZVPD) on C8H29BeN2Si2 as an isolated structure.

```
42
Properties=species:S:1:pos:R:3
C 2.1037 -2.0511 2.1588
Be 0.1310 -1.7230 -0.6672
N -1.4842 -1.9405 -1.2661
N 1.1609 -3.0565 -1.2154
H -1.6167 -1.1319 -1.8765
H 1.1046 -2.3584 1.8632
H 2.0329 -1.6004 3.1400
H 2.5021 -1.3120 1.4543
H 2.7626 -2.8984 2.2058
H 1.3898 -2.8164 -2.1910
H 0.7516 -4.0031 -1.2519
H 2.0779 -3.2066 -0.7728
H -1.4978 -2.8215 -1.8297
H -2.2612 -1.9453 -0.5843
C -2.3341 0.2019 1.4124
Si -0.5132 0.6864 1.4956
C -0.4037 2.5775 1.6695
C 0.0483 0.1321 3.2189
C 0.3741 -0.0953 -0.0194
Si 0.1458 1.0918 -1.4916
C 1.1435 2.6637 -1.4017
C 0.7430 0.1688 -3.0277
C -1.6441 1.6434 -1.7434
H -2.8174 0.6376 2.2998
H -2.4472 -0.8907 1.4677
H -2.8445 0.5906 0.5220
H -0.9474 2.8559 2.5889
H 0.6323 2.9275 1.8022
H -0.8503 3.1545 0.8483
H -0.0745 -0.9490 3.3710
H 1.0936 0.3977 3.4371
H -0.5784 0.6397 3.9713
H 1.4425 0.0359 0.2527
H 2.2185 2.4455 -1.3387
H 0.9733 3.2198 -2.3355
H 0.8761 3.3232 -0.5681
H 0.2201 -0.7694 -3.2715
H 0.5972 0.8433 -3.8851
H 1.8215 -0.0353 -2.9509
H -2.3710 0.8304 -1.8854
H -2.0142 2.2945 -0.9393
H -1.6468 2.2433 -2.6662
```

## Properties
Relative energy (zero: lowest compared OMol25 entry of this formula, charge and spin): 0.0 kcal/mol
Charge: -1
Orbital gap: 2.91 eV

Löwdin population analysis, charges in e, atoms 1 to 8: atom 1 (C): -0.11, atom 2 (Be): -0.65, atom 3 (N): 0.07, atom 4 (N): 0.08, atom 5 (H): 0.02, atom 6 (H): -0.01, atom 7 (H): 0.00, atom 8 (H): 0.01

***

Entry 7:
ORCA calculation (ωB97M-V/def2-TZVPD) on one molecule with the formula C4H7N.

```
12
Properties=species:S:1:pos:R:3
C 1.8073 1.7798 -1.0438
C 0.8787 0.8976 -0.8360
C -0.0476 0.0116 -0.6366
N -0.2828 -0.4771 0.6133
C -1.3708 -1.3497 0.9828
H 2.3790 2.1856 -0.2178
H 2.0342 2.1141 -2.0494
H -0.6261 -0.4086 -1.4534
H 0.2001 -0.0025 1.3722
H -2.1142 -0.7992 1.5670
H -0.9907 -2.1725 1.5954
H -1.8672 -1.7791 0.1063
```

## Properties
SMILES string: C=C=CNC
Relative energy (zero: lowest compared OMol25 entry of this formula, charge and spin): 97.7 kcal/mol
Orbital gap (spin up / spin down): 7.78 / 7.10 eV

Löwdin population analysis, charges in e, atoms 1 to 8: atom 1 (C): -0.05, atom 2 (C): -0.12, atom 3 (C): -0.21, atom 4 (N): -0.09, atom 5 (C): -0.10, atom 6 (H): 0.04, atom 7 (H): 0.04, atom 8 (H): 0.11